C36H38BeNSb2 as an isolated structure. Source: the Open Molecules 2025 dataset; level of theory: ωB97M-V/def2-TZVPD.

Values from the calculation:
Charge = +1

Structure (XYZ):
```
78
Properties=species:S:1:pos:R:3:forces:R:3
Sb 0.402 1.463 0.116 0.826 0.922 0.646
Sb -0.458 -1.992 0.457 -0.377 -0.471 0.935
N 1.888 -1.127 -1.986 -0.157 0.117 0.313
C -0.474 -6.232 1.612 0.074 -0.045 0.045
C -2.975 -0.257 0.477 0.010 0.012 -0.192
C -3.533 -0.451 3.186 0.031 -0.062 0.071
C -1.582 0.550 -4.932 -0.050 0.077 -0.022
C -2.124 -0.975 1.307 0.259 -0.104 -0.253
C 0.312 -1.089 -3.814 -0.199 0.042 0.116
C -2.717 -5.455 1.936 -0.058 -0.028 0.042
C -0.473 -0.315 -2.944 0.278 -0.024 0.062
C 1.459 2.979 -0.975 -0.195 -0.367 0.118
C -1.418 0.509 -3.557 0.037 -0.090 0.467
C 1.254 4.748 -2.597 -0.033 0.111 -0.068
C -1.770 -6.458 2.040 -0.021 -0.054 -0.010
C 1.880 0.556 1.416 0.287 0.183 -0.055
C 2.740 3.415 -0.678 0.153 -0.181 0.245
C 2.644 0.011 -2.517 0.291 0.623 -0.212
C -0.118 -4.990 1.117 0.233 0.087 -0.139
C 0.649 4.241 3.471 0.011 -0.022 0.075
C -2.366 -4.217 1.425 -0.162 0.297 -0.090
C -1.058 -3.975 1.035 0.092 0.399 -0.375
C 1.363 -1.907 -3.126 -0.328 -0.420 -0.613
C 0.951 -1.746 2.078 -0.132 -0.027 -0.054
C 1.212 -0.307 2.485 -0.105 0.119 0.112
C -1.483 3.174 3.728 -0.029 -0.008 0.047
C 0.817 3.604 2.255 0.234 0.041 -0.274
C -4.102 0.359 1.000 -0.121 0.066 -0.071
C 2.817 -1.976 -1.238 0.176 -0.218 0.418
C 0.162 -1.067 -5.189 0.067 -0.054 0.000
C -0.491 4.004 4.222 -0.102 -0.012 0.046
C -0.149 2.725 1.783 -0.241 -0.333 -0.323
C 2.508 5.218 -2.246 0.028 0.010 -0.005
C 0.733 3.636 -1.959 -0.209 -0.122 0.015
C -1.311 2.530 2.511 -0.155 -0.162 -0.150
C -2.415 -1.074 2.660 0.214 -0.066 0.147
C -4.381 0.262 2.354 0.005 0.051 0.023
C -0.795 -0.240 -5.751 -0.003 -0.086 -0.062
C 3.259 4.537 -1.302 0.139 0.050 -0.010
Be 0.276 -0.534 -1.381 -0.304 -0.241 -0.963
H 2.991 0.654 -1.709 -0.005 -0.055 0.062
H -2.038 1.145 -2.939 -0.153 0.157 0.050
H 0.545 -2.304 2.923 -0.055 -0.064 -0.086
H -0.254 3.281 -2.219 -0.140 0.023 -0.109
H 2.299 -2.841 -0.823 -0.039 0.005 -0.041
H 3.337 2.882 0.053 0.064 0.060 0.069
H 2.172 -2.187 -3.809 0.105 -0.038 0.126
H -2.309 1.217 -5.369 -0.117 0.048 -0.041
H -2.084 1.872 2.138 -0.061 -0.065 0.034
H 2.901 6.115 -2.703 0.047 0.017 -0.090
H -2.768 -0.192 -0.586 -0.017 0.053 -0.037
H 0.677 5.255 -3.357 -0.047 0.027 -0.018
H -3.731 -5.628 2.259 -0.124 -0.043 0.017
H 3.514 -0.337 -3.080 -0.022 -0.056 -0.010
H 3.279 -1.422 -0.424 -0.048 0.023 -0.017
H 1.710 3.805 1.676 0.029 -0.029 0.010
H -3.741 -0.535 4.242 -0.052 0.014 0.085
H 1.417 4.906 3.840 0.017 0.038 -0.010
H 2.413 1.367 1.913 0.012 0.095 -0.168
H -2.390 3.011 4.293 -0.027 -0.018 0.040
H 3.618 -2.330 -1.894 -0.100 0.003 -0.018
H -0.603 4.461 5.193 -0.046 0.115 0.053
H -0.915 -0.213 -6.822 -0.034 0.048 -0.115
H 0.261 -7.020 1.673 0.086 -0.063 0.010
H 0.276 0.170 2.799 0.087 -0.071 0.156
H 4.248 4.889 -1.045 0.061 -0.001 0.022
H 1.863 -0.331 3.366 -0.088 0.071 -0.026
H -4.766 0.907 0.348 -0.041 0.040 -0.045
H 2.611 -0.025 0.856 0.051 0.025 -0.047
H -5.256 0.743 2.764 -0.098 0.047 0.010
H 2.007 0.597 -3.177 0.050 0.029 0.044
H 1.890 -2.230 1.801 -0.030 -0.084 -0.093
H 0.915 -2.822 -2.724 0.138 -0.030 0.019
H -2.040 -7.419 2.449 -0.058 -0.120 0.031
H -1.766 -1.652 3.306 0.000 -0.015 0.110
H -3.115 -3.437 1.340 0.017 -0.086 0.058
H 0.796 -1.672 -5.823 0.062 -0.064 -0.056
H 0.900 -4.816 0.790 0.112 -0.047 0.021
```
Positions in Å, forces in eV/Å.

An isolated molecule of CH2N2O. Source: the Open Molecules 2025 dataset; level of theory: ωB97M-V/def2-TZVPD.

Structure (XYZ):
```
6
Properties=species:S:1:pos:R:3:forces:R:3
O 0.827 0.796 1.020 0.386 0.316 0.318
N -0.150 0.450 0.203 2.132 -0.746 1.240
N 0.083 -0.784 -0.465 -0.753 2.098 0.898
C 0.320 -1.769 -0.985 0.774 -3.061 -1.584
H -0.142 1.102 -0.570 -1.363 0.604 -0.261
H -0.938 0.205 0.797 -1.175 0.789 -0.611
```
Positions in Å, forces in eV/Å.

C36H52BeN3OP2S as an isolated structure. Source: the Open Molecules 2025 dataset; level of theory: ωB97M-V/def2-TZVPD.

Values from the calculation:
Charge = +1

Structure (XYZ):
```
96
Properties=species:S:1:pos:R:3:forces:R:3
S 1.224 -1.768 1.378 0.838 -1.816 1.635
P 0.684 1.349 1.760 -0.486 -0.247 -0.510
P -0.474 -1.982 -2.018 -0.245 0.563 -1.759
O -1.637 -2.110 1.022 2.783 0.533 -1.842
N -1.325 1.019 -0.452 0.551 1.462 -0.994
N 1.360 -4.001 2.806 -0.658 -0.386 1.010
N 1.225 0.330 -1.230 0.407 0.351 -0.326
C 2.931 0.215 -2.890 -0.203 -0.150 -0.196
C -3.414 4.471 -1.872 0.344 0.010 0.036
C 3.470 0.984 1.538 0.028 0.011 -0.021
C -2.069 -4.247 -1.496 -0.065 -0.140 0.064
C 0.792 -2.753 2.754 1.358 0.045 -1.893
C -0.773 2.172 -0.482 0.109 -1.224 0.334
C -0.101 -2.376 3.745 -0.568 -0.332 0.883
C -2.649 5.568 -2.299 0.129 -0.225 0.085
C -1.374 -1.902 -4.726 -0.351 0.099 -0.181
C 1.281 -1.711 -2.565 0.305 -0.250 -0.452
C 1.840 -0.340 -2.227 -0.060 -0.100 0.430
C -1.253 5.540 -2.185 -0.147 -0.059 -0.033
C -2.782 3.366 -1.294 0.072 0.457 -0.140
C 3.297 1.532 -2.625 -0.323 0.129 0.575
C -0.732 3.789 2.345 -0.346 0.115 0.247
C -0.267 -4.588 -3.217 -0.013 -0.278 -0.053
C -0.397 -3.272 4.775 0.147 0.553 -0.706
C -1.928 1.593 2.636 -0.076 0.078 0.049
C 1.585 1.610 -0.941 -0.435 0.073 0.385
C -1.566 -1.202 -3.370 0.189 -0.649 -0.420
C -1.228 0.287 -3.569 0.036 0.154 0.066
C 2.618 2.240 -1.625 0.063 -0.174 -0.360
C -3.022 -1.270 -2.879 -0.108 -0.034 -0.044
C 1.068 -4.907 3.786 -0.177 0.879 -0.273
C 0.184 -4.548 4.780 0.185 -0.417 0.104
C 2.412 1.521 2.517 -0.588 0.509 -0.178
C -0.617 4.448 -1.597 -0.454 -0.164 0.163
C -0.637 -3.867 -1.911 0.007 0.143 -0.265
C -0.586 2.330 2.802 0.526 0.164 -0.364
C 0.698 2.298 0.078 0.311 0.108 0.333
C -0.707 -1.611 0.450 -3.178 1.415 3.392
C 2.463 0.627 3.779 0.122 0.064 0.104
C 0.330 -4.339 -0.812 -0.137 -0.046 0.181
C -1.389 3.379 -1.106 -0.221 -0.013 -0.089
C -0.205 2.305 4.289 -0.131 0.087 0.057
C 2.707 3.004 2.827 0.675 0.217 0.124
Be -0.241 -0.159 -0.514 -1.025 -0.934 0.826
H -0.093 1.280 4.665 0.011 0.227 -0.059
H 1.562 -5.865 3.710 -0.055 0.023 0.101
H -3.341 2.477 -0.990 0.195 0.361 -0.003
H -3.132 -0.718 -1.935 0.029 -0.119 -0.189
H -1.027 2.773 4.853 0.172 -0.119 -0.106
H -3.387 -2.293 -2.730 0.089 0.343 -0.121
H -0.057 -5.260 5.567 0.109 0.154 -0.231
H -2.798 -4.087 -2.303 0.306 -0.048 0.285
H 1.354 -1.875 -3.651 0.194 0.037 0.302
H -0.318 -1.901 -5.034 -0.265 -0.075 0.033
H 1.005 3.334 0.270 0.049 -0.195 -0.419
H 0.118 -3.840 0.141 0.154 -0.278 -0.276
H 3.329 -0.087 1.343 0.079 0.253 -0.016
H 0.194 4.370 2.448 -0.284 -0.144 -0.019
H 2.818 3.161 3.909 -0.058 0.090 -0.279
H 0.704 2.881 4.505 -0.252 -0.235 -0.069
H 1.870 -0.290 3.648 0.141 0.235 0.047
H -1.757 -2.928 -4.744 0.128 0.327 0.030
H -1.831 0.529 2.899 -0.038 0.249 -0.051
H 1.381 -4.170 -1.077 -0.207 -0.048 0.111
H -2.309 1.647 1.611 0.078 -0.035 0.298
H 1.909 -2.474 -2.074 -0.214 0.222 -0.177
H 3.664 3.289 2.366 -0.183 0.037 0.172
H 4.458 1.127 2.007 -0.264 -0.108 -0.172
H 3.454 -0.394 -3.628 -0.190 0.306 0.083
H -4.500 4.480 -1.992 0.357 0.003 0.028
H -3.667 -0.786 -3.631 0.160 -0.130 0.203
H 3.504 0.316 3.951 -0.202 0.084 0.006
H -1.600 0.883 -2.729 0.193 -0.091 -0.131
H 3.473 1.526 0.585 0.091 -0.157 0.337
H -1.932 -1.331 -5.485 0.160 -0.211 0.144
H 0.474 4.414 -1.542 -0.367 0.083 0.066
H -1.091 3.872 1.313 0.075 0.013 0.292
H 2.123 1.149 4.682 0.053 -0.189 -0.308
H -2.076 -5.324 -1.264 -0.022 0.267 -0.060
H -0.100 -5.649 -2.975 -0.015 0.224 -0.100
H 4.087 2.022 -3.190 -0.053 -0.186 0.133
H -2.392 -3.707 -0.595 0.020 -0.138 -0.291
H -1.746 0.641 -4.482 0.285 -0.214 0.395
H -2.664 2.053 3.312 0.106 -0.106 -0.135
H 2.872 3.271 -1.366 -0.074 -0.360 -0.188
H 0.659 -4.206 -3.669 -0.241 -0.087 0.074
H -3.137 6.440 -2.737 0.129 -0.283 0.114
H -1.487 4.264 2.992 0.152 0.012 -0.188
H -1.087 -2.977 5.565 0.169 -0.125 -0.198
H 1.956 3.709 2.450 0.276 -0.306 0.162
H -1.076 -4.558 -3.959 0.340 0.051 0.247
H -0.652 6.372 -2.560 -0.252 -0.238 0.108
H 0.186 -5.419 -0.666 0.037 0.197 -0.109
H -0.554 -1.385 3.675 0.167 -0.370 0.085
H 2.012 -4.252 2.066 -0.213 0.212 0.150
H -0.151 0.472 -3.693 -0.243 0.001 -0.097
```
Positions in Å, forces in eV/Å.

C5H10N2 as an isolated structure. Source: the Open Molecules 2025 dataset; level of theory: ωB97M-V/def2-TZVPD.

Structure (XYZ):
```
17
Properties=species:S:1:pos:R:3:forces:R:3
N 0.459 0.036 2.143 -0.019 -0.147 0.848
N 0.973 1.052 -0.695 -0.098 2.158 0.600
C -1.235 0.054 -1.330 0.268 -0.004 -0.406
C 0.108 -0.060 -0.632 -1.315 0.025 1.947
C 0.523 1.728 0.330 1.083 -0.313 -1.338
C 0.772 -1.401 -0.757 0.093 -0.183 0.440
C -0.231 0.817 1.170 -0.136 -2.187 -1.384
H -1.661 1.053 -1.236 0.055 -0.040 0.038
H 0.678 2.795 0.508 0.250 -0.127 -0.151
H -1.203 1.150 1.543 0.086 -0.137 0.053
H 0.413 -1.988 -1.609 -0.034 0.082 0.094
H -0.146 -0.503 2.754 -0.106 0.340 -0.250
H 1.859 -1.300 -0.827 -0.136 0.111 -0.081
H -1.110 -0.166 -2.399 -0.073 0.062 0.022
H 0.582 -1.986 0.156 -0.078 -0.036 -0.121
H 1.169 -0.608 1.816 0.021 0.360 -0.347
H -1.950 -0.673 -0.936 0.141 0.036 0.037
```
Positions in Å, forces in eV/Å.

Number 1: LUMO -2.59 eV. Number 2: LUMO 0.21 eV. Number 3: LUMO -3.10 eV. Number 4: LUMO 0.94 eV.